# 1
ORCA calculation (wB97M-V/def2-TZVPD) on a structure of composition C33H61BeBrCl6FN2O5P2S in a non-equilibrium geometry.

Its LUMO energy is -3.929 eV. The HOMO energy is -5.2 eV. Its net charge is -1.

```
113
Properties=species:S:1:pos:R:3:forces:R:3
C 2.264589 -4.018530 1.004485 0.309 0.899 0.017
C 3.631672 -3.424495 0.422885 -1.257 -0.560 0.443
C 3.280257 -2.070497 -0.313914 0.871 0.285 0.568
C 4.336086 -0.904937 -0.060863 -0.124 -0.624 -0.987
C 3.766971 0.541543 -0.449070 0.382 -0.074 -0.280
C 2.690610 0.509265 -1.569647 -1.554 -0.044 -1.798
C 3.004084 0.556073 -3.024070 -2.563 -0.234 1.423
C 1.901505 0.512843 -4.013548 -0.273 -1.029 1.266
P 2.229284 0.617759 -5.876636 1.556 1.866 -1.213
C 2.068264 -1.059946 -6.695802 -0.988 -0.509 -0.065
C 0.890562 1.797468 -6.505935 -1.730 -0.769 1.139
N 0.579504 0.395011 -3.591634 1.518 0.323 1.881
C 0.194087 0.334909 -2.251192 3.025 0.507 0.866
P -1.627187 0.158512 -1.919681 -0.916 -0.639 -0.713
S -2.758873 0.385954 -3.488657 0.413 0.141 -0.205
C 1.238037 0.412671 -1.215844 -0.488 -0.438 -1.163
C 0.721540 0.386397 0.280700 0.154 1.187 -1.396
C 0.238739 1.879369 0.595419 0.995 0.352 -0.056
C 0.365314 2.263467 2.111835 -0.623 -0.867 -0.198
C -0.621917 1.504832 3.093826 0.175 0.527 -0.012
C -1.905734 0.899473 2.423624 -0.429 2.091 0.579
C -2.958199 1.972325 1.913517 -1.438 -0.970 -0.096
C -4.366271 1.209812 1.768745 0.040 -0.325 -0.774
C -4.548610 0.601560 0.311722 0.106 0.373 0.226
O -5.946405 0.258897 0.051457 0.536 -0.725 -1.105
C -6.015523 -0.821950 -0.849777 -0.602 -1.338 -0.481
C -6.214898 -0.616306 -2.397255 0.134 1.343 0.392
O -5.962587 -1.960001 -0.447714 0.135 1.126 0.107
H 1.584754 -4.331690 0.161604 0.672 0.189 0.877
H 1.757275 -3.163409 1.548711 0.349 -1.119 -0.448
H 2.418684 -4.857039 1.731535 -0.141 0.629 -0.786
H 4.053170 -4.219371 -0.246566 -0.095 0.987 0.391
H 4.337027 -3.290970 1.286749 -0.545 0.104 -0.873
H 2.292525 -1.695869 0.078020 0.781 -0.665 -0.616
H 3.242075 -2.263320 -1.419297 -0.342 0.285 0.963
H 5.207298 -1.127986 -0.746219 -0.705 0.436 1.012
H 4.703914 -0.902184 1.005498 -0.384 0.136 -1.212
H 3.379632 1.024336 0.491824 0.162 -0.356 -1.124
H 4.645414 1.159154 -0.794198 -0.809 -0.583 0.465
H 4.059980 0.619246 -3.375804 -1.121 0.024 0.215
H 1.949700 -0.863449 -7.799605 0.170 0.152 1.148
H 1.161885 -1.654580 -6.369477 1.060 0.441 -0.329
H 3.024189 -1.634861 -6.562257 -1.198 0.630 0.032
H 0.852977 1.831321 -7.622429 0.662 0.001 1.132
H 1.075532 2.816647 -6.063996 0.099 -1.122 -0.685
H -0.144222 1.472558 -6.150826 0.828 0.299 -0.203
H -0.149446 0.369700 -4.314139 0.068 0.027 0.255
H -1.853822 -1.168410 -1.407613 0.657 0.741 0.238
H -2.085559 1.050485 -0.913287 0.814 -0.435 0.029
H 1.549518 0.149738 0.997374 -0.943 -0.177 -0.752
H -0.108279 -0.366493 0.295084 0.832 0.557 0.575
H -0.768938 2.101678 0.158820 0.920 -0.234 0.665
H 0.964027 2.550656 0.034284 -0.787 -0.621 0.582
H 0.190003 3.395160 2.226190 -0.576 -1.404 -0.276
H 1.417728 2.064033 2.464234 -0.970 0.257 -0.638
H -0.980445 2.263181 3.854087 0.170 -0.697 -0.796
H -0.010478 0.753710 3.669980 -0.844 0.465 -0.754
H -1.699295 0.161846 1.596410 -0.009 1.323 0.410
H -2.433106 0.306811 3.230748 0.444 1.100 -0.738
H -2.745013 2.394069 0.893491 0.176 -0.283 0.924
H -3.103580 2.846382 2.613310 0.653 -0.828 -0.394
H -5.212726 1.908418 1.996451 0.683 -0.612 -0.360
H -4.436700 0.323237 2.464819 0.071 1.098 -0.503
H -3.967657 -0.364802 0.212617 -0.252 1.135 0.143
H -4.267543 1.351067 -0.494416 -0.011 -0.785 0.931
H -5.856984 0.418117 -2.657719 -0.250 -1.071 0.001
H -5.639271 -1.398663 -2.964482 -0.571 0.842 0.782
H -7.300593 -0.663162 -2.701697 1.069 -0.091 0.636
Cl -2.353294 -4.001304 -6.010957 0.107 0.127 0.019
C -2.149829 -4.570986 -4.392756 -0.141 -0.128 -0.029
C -1.238869 -3.994598 -3.514710 -0.045 -0.124 0.256
Cl -0.247366 -2.653947 -3.967326 0.034 -0.020 -0.118
C -1.107299 -4.496225 -2.224196 -0.114 -0.157 0.112
C -1.884378 -5.568162 -1.809573 -0.020 0.013 -0.078
C -2.798411 -6.141039 -2.684961 0.080 0.099 -0.049
C -2.929732 -5.643170 -3.973818 0.011 -0.135 0.271
H -0.397139 -4.051766 -1.536473 -0.010 0.058 -0.131
H -1.777609 -5.956598 -0.803732 0.014 0.079 -0.053
H -3.408778 -6.976391 -2.362927 0.022 0.063 -0.052
H -3.643192 -6.094796 -4.652236 0.093 0.135 -0.055
C -4.336118 5.600304 2.919410 -0.667 0.224 0.236
C -3.651758 5.007294 4.164903 -0.907 0.602 -1.174
O -2.395452 4.640614 3.824095 1.400 -0.849 1.525
H -4.399677 4.870484 2.106524 0.139 -0.025 0.092
H -5.361089 5.908883 3.163574 -0.034 0.019 -0.087
H -3.808159 6.483678 2.550499 0.124 -0.140 0.072
H -4.343093 4.214917 4.524566 0.232 -0.434 0.058
H -3.768879 5.780047 4.954578 0.450 0.121 0.195
O 6.779187 1.217006 0.371501 -0.370 -0.346 -0.088
H 6.972755 2.122318 0.621187 0.123 0.319 0.072
N -0.828215 3.763721 6.528209 0.319 -0.088 0.343
H -1.190900 4.097958 5.619717 -0.799 0.375 -1.105
H -1.206397 4.333850 7.285590 -0.018 -0.035 -0.136
H -1.108890 2.790713 6.662974 0.057 0.067 -0.049
H 0.194482 3.826717 6.529861 -0.031 -0.158 -0.004
Be 1.476245 4.462459 2.401529 0.680 0.795 0.020
Br -1.459479 -1.602422 2.632635 0.616 -2.939 0.250
Cl 2.153877 2.534667 4.760474 0.120 0.307 0.358
C 3.064302 1.177849 5.477603 0.229 -0.409 0.220
C 2.379044 0.642027 6.712274 -0.014 -0.262 -0.135
Cl 2.423174 1.804907 8.061092 -0.105 0.180 -0.019
H 4.075038 1.523428 5.691830 -0.143 0.101 0.003
H 3.127010 0.396907 4.718641 -0.112 0.052 0.034
H 2.882921 -0.262078 7.055909 -0.005 0.083 0.005
H 1.336268 0.393921 6.514677 0.084 0.027 0.034
C 5.689803 -3.738794 -6.060225 0.074 0.021 -0.129
Cl 5.221656 -5.058666 -4.980047 0.032 -0.082 -0.050
Cl 5.161105 -2.174909 -5.432438 0.254 0.003 0.034
H 6.772069 -3.730947 -6.158067 -0.104 0.019 0.131
H 5.231822 -3.900427 -7.032676 -0.065 0.022 0.151
O 1.102079 -0.886383 10.255368 -0.166 -0.317 0.022
H 1.395872 -0.097735 9.798374 0.166 0.385 -0.144
F 2.776690 2.319880 -8.025303 0.261 -0.296 -0.113
```
Forces are in eV/Å.

# 2
ORCA calculation (wB97M-V/def2-TZVPD) on a cluster of 9 separate species, C33H61F3O19 in total in a non-equilibrium geometry.

Its LUMO energy is -0.084 eV. The HOMO energy is -9.3 eV. The SMILES is O=C1OC[C@@H](F)O1.O=C1OC[C@@H](F)O1.O=C1OC[C@@H](F)O1.CCOC(C)=O.CCOC(C)=O.CCOC(C)=O.CCOC(C)=O.CCOCC.CCOCC.

```
116
Properties=species:S:1:pos:R:3:forces:R:3
O 7.253165 -1.576464 4.527622 0.003 -0.443 -0.062
C 6.110765 -1.548097 4.218958 0.321 0.873 -0.048
O 5.593193 -0.762096 3.268268 -0.129 0.235 -0.681
C 4.169542 -0.708898 3.395738 0.168 -0.099 0.066
C 3.886921 -1.928041 4.284752 -0.514 0.988 -0.971
F 3.486581 -2.996214 3.512674 -0.030 0.001 0.044
O 5.115230 -2.219486 4.836729 -0.358 -0.706 1.097
H 3.942868 0.265261 3.829818 -0.279 -0.218 0.321
H 3.634309 -0.775331 2.450341 0.328 -0.144 -0.149
H 3.085519 -1.715120 4.990890 0.336 -0.410 0.415
O 0.544996 -0.213868 -7.152938 0.185 0.111 0.048
C -0.304824 -0.470361 -6.372623 -0.048 -0.213 -1.163
O -1.152378 -1.506166 -6.472594 0.100 -0.755 0.321
C -1.979058 -1.566342 -5.311267 -0.056 0.281 -0.022
C -1.412977 -0.452585 -4.421317 -0.616 -0.324 -0.340
F -0.615542 -0.954415 -3.428159 0.103 -0.109 -0.133
O -0.643200 0.288858 -5.318888 -0.077 0.675 1.406
H -3.000980 -1.366663 -5.632649 -0.037 0.042 0.193
H -1.924285 -2.534176 -4.817408 0.150 -0.043 -0.135
H -2.183882 0.144144 -3.931741 0.240 0.272 -0.188
O 2.693251 3.728983 -0.300527 0.094 0.276 0.047
C 1.700863 4.174695 -0.770192 1.669 -0.465 -0.665
O 1.623748 4.773492 -1.988707 -0.560 0.009 0.188
C 0.264621 5.199485 -2.142199 -0.486 -0.541 0.309
C -0.486169 4.276194 -1.168712 0.270 1.768 -0.313
F -0.861540 3.105907 -1.753876 0.252 -0.350 0.070
O 0.505016 4.102460 -0.190314 -1.769 -0.719 0.430
H 0.179576 6.225227 -1.782556 -0.094 0.068 -0.247
H -0.120395 5.066962 -3.149556 0.414 0.108 -0.160
H -1.384781 4.741612 -0.768545 0.192 -0.195 0.366
C 3.492563 -1.535876 -3.617323 0.188 -1.451 -0.451
C 3.622332 -0.484225 -4.683475 0.947 0.098 0.279
O 2.611196 0.494055 -4.469390 -0.401 -0.007 0.642
C 2.737631 1.686032 -5.046985 -0.066 0.101 -1.512
C 1.601934 2.609803 -4.724745 -0.191 0.078 0.263
O 3.602063 1.955911 -5.844630 0.198 -0.039 0.426
H 3.656694 -1.181572 -2.602427 -0.187 0.268 -0.070
H 4.261117 -2.296944 -3.804788 0.228 0.282 0.061
H 2.592239 -2.152516 -3.696029 -0.337 0.523 0.166
H 4.617980 -0.043084 -4.569478 -0.204 0.269 -0.107
H 3.593158 -0.865500 -5.705746 -0.356 -0.070 0.068
H 0.767163 2.051504 -4.309848 0.064 0.114 0.262
H 1.250365 3.110441 -5.624829 0.237 -0.076 -0.132
H 1.963842 3.379180 -4.040837 -0.096 -0.072 0.113
C -1.064942 2.317100 2.947004 0.468 -0.184 -1.179
C -2.510891 2.159071 2.522621 -0.521 -0.279 1.402
O -2.798756 3.022265 1.424005 1.232 0.033 -0.563
C -3.999860 3.018475 0.852883 -0.727 0.924 1.044
C -4.112374 4.134777 -0.163660 -0.003 -0.244 0.176
O -4.922971 2.349153 1.236784 0.149 -0.412 -0.381
H -0.836963 3.377560 3.045366 0.108 -0.045 0.236
H -0.387979 1.897814 2.194559 -0.068 0.288 -0.106
H -0.783410 1.759325 3.838039 -0.516 0.174 0.299
H -2.802440 1.127447 2.323767 0.093 -0.003 -0.342
H -3.137573 2.480430 3.359124 -0.194 -0.034 -0.087
H -3.968448 3.690755 -1.148651 -0.096 0.318 -0.154
H -3.391196 4.922325 0.039620 0.246 -0.186 -0.124
H -5.088789 4.602255 -0.060339 -0.164 -0.327 -0.259
C 0.899788 0.374809 -1.100360 0.437 0.659 1.143
C -0.476058 0.251240 -0.432539 1.306 1.469 -0.222
O -0.562139 -0.834237 0.471838 -0.731 -0.905 -0.250
C 0.203416 -0.913525 1.559362 0.405 -0.392 0.224
C -0.206444 -2.061220 2.429654 0.717 -0.593 -0.201
O 1.130484 -0.198809 1.847019 -0.085 0.517 -0.237
H 1.256233 -0.583111 -1.471585 -0.191 0.091 -0.465
H 1.649389 0.722266 -0.383486 -0.139 -0.256 0.215
H 0.915176 1.188141 -1.826584 -0.315 -0.476 -0.521
H -0.722327 1.136323 0.165333 0.140 0.148 -0.375
H -1.197479 0.180032 -1.244609 -0.418 -0.656 0.490
H -0.444238 -1.662131 3.414104 -0.610 -0.173 -0.082
H 0.655122 -2.711835 2.606297 0.218 0.261 -0.099
H -0.922048 -2.702430 1.925286 -0.511 0.286 0.430
C -3.331852 -4.372875 -0.081100 0.968 0.754 -1.784
C -4.787165 -4.087804 -0.400821 0.166 -0.933 1.093
O -4.991179 -2.816817 -1.001732 0.417 -0.318 -0.296
C -5.164318 -1.744962 -0.237206 -0.369 1.578 0.201
C -5.193600 -0.476006 -1.072569 -0.245 -0.494 0.132
O -5.375191 -1.721468 0.946270 0.327 -0.755 0.109
H -3.145604 -5.410589 0.181660 -0.205 0.058 0.482
H -2.848851 -3.644091 0.569141 -0.440 -0.264 0.536
H -2.756003 -4.223976 -1.008300 -0.113 -0.187 -0.041
H -5.151048 -4.811704 -1.126003 -0.077 0.022 0.008
H -5.324607 -4.216931 0.541491 -0.491 0.408 -0.264
H -4.350931 -0.420199 -1.759391 -0.027 -0.034 -0.033
H -5.238907 0.386620 -0.414348 0.058 -0.019 0.020
H -6.123775 -0.541521 -1.641641 0.107 0.204 -0.190
C 6.612361 -0.920500 0.267891 -0.059 -1.189 -0.366
C 5.366021 -0.227285 -0.214834 0.334 0.238 0.670
O 5.735893 0.538911 -1.341449 -0.564 0.158 -0.191
C 5.043359 1.787786 -1.456481 0.901 -0.126 1.243
C 5.453458 2.460425 -2.743010 -1.133 -0.571 0.084
H 6.376653 -1.643831 1.050324 0.021 0.126 0.071
H 7.035925 -1.499134 -0.557376 0.199 0.147 0.032
H 7.347687 -0.216213 0.647630 -0.022 0.075 -0.056
H 4.531743 -0.901256 -0.443745 0.139 -0.199 -0.188
H 5.026974 0.346069 0.662036 -0.169 0.627 -0.471
H 3.968416 1.648505 -1.305277 -0.087 -0.026 -0.480
H 5.381155 2.368829 -0.586597 -0.229 0.283 -0.090
H 6.501671 2.739842 -2.742531 0.027 -0.013 -0.078
H 4.801049 3.322118 -2.892304 0.250 0.196 -0.054
H 5.217350 1.749129 -3.537946 0.376 0.241 -0.225
C -3.611764 -3.218190 3.495469 0.128 -0.844 0.596
C -3.848865 -1.837682 4.099551 0.061 -0.686 0.150
O -4.642013 -1.893812 5.270979 0.109 0.155 -0.072
C -3.951805 -2.270480 6.434786 -0.689 -0.148 0.769
C -4.911433 -2.105996 7.605945 -0.147 -0.265 0.560
H -3.186656 -3.968993 4.174398 0.185 0.513 0.460
H -4.555004 -3.703738 3.241109 -0.036 0.389 -0.605
H -2.882777 -3.204474 2.688178 -0.451 0.213 -0.337
H -2.889085 -1.371911 4.356919 -0.002 0.204 -0.218
H -4.415130 -1.240802 3.386716 0.184 0.164 -0.016
H -3.612997 -3.311609 6.408589 -0.011 -0.087 -0.211
H -3.060005 -1.665102 6.635847 0.026 0.260 -0.355
H -4.399866 -2.345018 8.542429 0.115 0.150 -0.037
H -5.773233 -2.776347 7.590576 0.132 -0.152 -0.438
H -5.338722 -1.107374 7.695426 0.307 0.153 -0.186
```
Forces are in eV/Å.

What is the formula in the second record? C33H61F3O19